Below is 7 unconnected molecules or ions with the total composition C18H40NO12P in a non-equilibrium geometry, with properties calculated with ωB97M-V with the def2-TZVPD basis set.

The geometry in XYZ format:
```
72
Properties=species:S:1:pos:R:3:mulliken_charge:R:1
N -48.329 -23.884 2.075 1.27
H -49.234 -23.893 1.532 -0.22
H -48.038 -24.802 2.387 0.08
H -48.368 -23.163 2.790 -0.07
H -47.547 -23.692 1.554 -0.43
P -48.475 -21.002 0.773 0.09
O -48.566 -22.054 -0.187 -0.58
O -49.455 -21.342 1.942 -0.52
O -48.684 -19.585 0.298 -0.99
O -47.237 -21.011 1.519 -0.60
O -50.834 -25.600 2.488 -0.47
C -51.984 -25.406 2.962 0.92
O -52.795 -24.441 2.487 -0.38
C -52.355 -23.396 1.751 0.29
C -53.319 -22.323 1.941 -1.67
C -52.457 -26.421 3.908 -1.16
H -52.191 -23.465 0.809 0.55
H -51.361 -22.943 2.082 -0.07
H -54.351 -22.657 1.701 0.35
H -53.319 -21.617 1.163 0.49
H -53.233 -21.888 2.809 0.32
H -53.582 -26.522 3.783 0.28
H -52.108 -26.142 4.933 0.12
H -52.231 -27.398 3.749 0.41
O -46.787 -22.003 6.302 -0.61
C -46.460 -22.680 5.330 0.57
O -47.100 -23.885 5.107 -0.02
C -47.920 -24.431 6.075 0.37
C -48.581 -25.697 5.659 -0.90
C -45.616 -22.250 4.195 -0.43
H -48.784 -23.797 6.160 -0.36
H -47.376 -24.575 7.024 0.36
H -49.120 -26.342 6.400 0.42
H -47.905 -26.565 5.437 0.32
H -48.871 -25.734 4.571 -0.10
H -46.108 -22.477 3.266 -0.04
H -44.630 -22.687 3.821 0.22
H -45.658 -21.183 4.262 0.26
O -44.013 -25.191 -0.301 -0.73
C -44.882 -24.597 0.335 1.08
O -45.246 -25.162 1.491 0.03
C -44.721 -26.344 2.073 -0.51
C -45.352 -26.862 3.458 -1.44
C -45.272 -23.298 0.121 -1.63
H -43.684 -26.375 1.957 0.57
H -45.053 -27.136 1.526 0.27
H -46.420 -27.047 3.525 0.17
H -45.017 -26.270 4.141 0.48
H -44.928 -27.811 3.541 0.55
H -45.717 -22.632 0.823 0.26
H -46.132 -23.255 -0.470 0.36
H -44.527 -22.758 -0.350 0.49
C -49.367 -25.569 -0.931 -1.29
C -48.147 -26.227 -0.386 1.20
O -47.920 -26.747 0.742 -0.58
C -47.115 -26.505 -1.488 -1.71
H -49.217 -24.504 -0.776 0.26
H -50.172 -25.868 -0.173 0.06
H -49.473 -25.732 -1.837 0.82
H -47.428 -27.158 -2.236 0.55
H -46.200 -26.923 -1.134 0.32
H -46.981 -25.606 -2.120 0.40
C -51.272 -23.316 5.616 -0.81
C -50.699 -22.051 6.380 0.86
O -50.480 -22.277 7.622 -0.66
C -50.684 -20.713 5.656 -1.92
H -50.674 -23.280 4.678 0.00
H -52.293 -23.148 5.357 0.61
H -51.176 -24.193 6.149 0.34
H -51.615 -20.427 5.442 0.52
H -50.294 -20.881 4.559 0.34
H -50.250 -20.064 6.110 0.68
```

## Properties
HOMO = 1.477 eV
Kohn-Sham gap = 2.60 eV
DFT total energy = -2008.58723 Eh
ΔE to the lowest compared entry with this formula, charge and spin = 1.569 eV
net charge = -2

Below is 7 unconnected molecules or ions with the total composition C18H41FNO9P in a non-equilibrium geometry, with properties calculated with ωB97M-V with the def2-TZVPD basis set.

The geometry in XYZ format:
```
71
Properties=species:S:1:pos:R:3:mulliken_charge:R:1
N 2.814 -2.060 3.955 -0.66
P 1.948 -0.649 3.437 0.07
O 2.442 -0.452 1.888 -0.32
C 0.235 -1.328 3.305 0.49
C -0.040 -2.500 2.730 0.85
F 0.900 -3.225 2.153 -0.32
C -1.407 -3.104 2.701 0.27
O -1.600 -4.165 2.140 -0.60
C -2.446 -2.357 3.406 -0.49
C -2.235 -1.172 3.965 -0.57
C -0.879 -0.571 3.922 0.05
O -0.693 0.521 4.430 -0.57
H 2.199 -2.849 4.117 0.28
H 3.214 -1.831 4.856 0.28
H 3.322 -0.072 1.928 0.24
H -3.410 -2.828 3.444 0.42
H -3.030 -0.645 4.452 0.53
C 1.909 2.158 -1.563 -0.08
C 3.090 2.612 -0.732 -0.41
O 3.616 1.556 0.072 -0.44
H 1.110 1.774 -0.926 0.23
H 1.519 2.970 -2.171 0.21
H 2.202 1.349 -2.226 -0.23
H 2.803 3.413 -0.053 0.34
H 3.884 2.984 -1.389 0.24
H 3.880 0.846 -0.526 0.32
C -2.188 0.523 -3.874 -1.11
C -1.285 1.709 -4.145 -0.29
O 0.091 1.337 -4.094 -0.33
H -1.961 0.095 -2.898 0.24
H -3.239 0.815 -3.896 0.39
H -2.031 -0.261 -4.620 0.33
H -1.429 2.479 -3.389 0.33
H -1.508 2.144 -5.126 0.29
H 0.236 0.663 -4.764 0.18
C 2.431 5.077 -6.199 -1.11
C 2.821 4.446 -4.874 -0.14
O 1.772 4.541 -3.917 -0.48
H 2.169 6.125 -6.057 0.28
H 3.246 5.013 -6.921 0.36
H 1.556 4.576 -6.621 0.31
H 3.681 4.958 -4.447 0.32
H 3.085 3.392 -5.016 0.19
H 1.008 4.077 -4.273 0.24
C -4.451 -1.258 -0.874 -1.05
C -3.897 -1.843 0.410 -0.01
O -4.879 -1.840 1.447 -0.52
H -4.795 -0.236 -0.709 0.32
H -3.695 -1.252 -1.658 0.16
H -5.307 -1.838 -1.225 0.39
H -3.055 -1.254 0.769 0.22
H -3.551 -2.870 0.248 0.23
H -5.623 -2.368 1.145 0.28
C -2.932 -1.321 8.817 -1.23
C -2.758 -1.158 7.319 -0.06
O -2.892 -2.406 6.635 -0.48
H -2.199 -2.026 9.210 0.30
H -2.812 -0.366 9.332 0.36
H -3.924 -1.716 9.050 0.35
H -1.763 -0.780 7.089 0.24
H -3.493 -0.447 6.925 0.25
H -3.771 -2.747 6.821 0.28
C 3.544 -1.813 -4.546 -0.92
C 3.620 -1.860 -3.031 -0.24
O 3.933 -0.581 -2.486 -0.47
H 4.489 -1.465 -4.964 0.26
H 3.319 -2.798 -4.959 0.37
H 2.768 -1.116 -4.872 0.18
H 4.406 -2.540 -2.709 0.31
H 2.672 -2.209 -2.610 0.25
H 3.239 0.026 -2.758 0.09
```

## Properties
HOMO = -8.273 eV
Kohn-Sham gap = 6.91 eV
DFT total energy = -1883.49748 Eh
SMILES string = NP(O)C1=C(F)C(=O)C=CC1=O.CCO.CCO.CCO.CCO.CCO.CCO
net charge = 0

Below is a molecular structure, C18H41IN5OPSi2 in a non-equilibrium geometry, with properties calculated with ωB97M-V with the def2-TZVPD basis set.

The geometry in XYZ format:
```
69
Properties=species:S:1:pos:R:3:mulliken_charge:R:1
C 1.782 -3.204 1.538 -0.82
C 2.352 -3.369 0.332 -0.23
C 1.762 -3.037 -1.005 -1.35
C 0.233 -2.885 -1.052 2.01
P -0.321 -1.349 -0.169 0.08
C 0.992 -0.080 -0.186 -0.98
C -1.886 -0.691 -0.879 -1.11
C -0.512 -4.144 -0.528 -1.38
N -1.467 -4.594 -1.604 -0.71
I -0.540 -6.276 -2.508 0.26
C -1.388 -3.520 -2.496 -0.40
N -2.361 -3.066 -3.204 0.23
C -3.720 -3.554 -3.174 -0.90
C -4.074 -4.489 -4.353 0.38
O -3.751 -4.122 -5.474 -0.51
N -4.798 -5.689 -4.140 -0.05
C -3.943 -6.737 -3.564 -1.08
C -5.980 -5.470 -3.266 -0.92
N -0.137 -2.929 -2.515 -0.46
H 2.332 -2.756 2.354 0.29
H 0.762 -3.473 1.769 0.29
H 3.370 -3.742 0.309 0.42
H 2.254 -2.143 -1.377 0.45
H 2.020 -3.841 -1.704 0.46
H 0.548 0.844 0.167 0.23
H 1.739 -0.403 0.530 0.30
H 1.499 0.030 -1.142 0.46
H -1.978 -0.718 -1.961 0.33
H -1.945 0.340 -0.546 0.44
H -2.701 -1.213 -0.390 0.30
H -1.096 -3.913 0.363 0.39
H 0.143 -4.947 -0.218 0.46
H -2.102 -2.287 -3.796 0.41
H -4.402 -2.712 -3.237 0.43
H -3.928 -4.038 -2.226 0.60
H -4.501 -7.657 -3.456 0.41
H -3.100 -6.914 -4.224 0.35
H -3.585 -6.432 -2.575 0.38
H -6.040 -4.465 -2.856 0.33
H -5.943 -6.152 -2.421 0.39
H -6.882 -5.687 -3.826 0.28
H 0.489 -3.461 -3.112 0.44
C 0.505 3.979 0.283 -0.94
Si 1.858 4.438 1.535 0.12
C 3.425 4.784 0.528 -1.06
C 2.169 2.873 2.567 -0.81
N 1.326 5.743 2.437 -0.16
Si 2.185 6.497 3.676 0.13
C 3.820 7.267 3.109 -1.04
C 2.572 5.355 5.139 -1.05
C 1.132 7.909 4.363 -1.01
H 0.814 3.124 -0.336 0.16
H -0.419 3.710 0.802 0.22
H 0.300 4.819 -0.382 0.33
H 3.602 3.992 -0.212 0.33
H 4.309 4.833 1.166 0.31
H 3.330 5.729 -0.009 0.27
H 1.329 2.688 3.240 0.26
H 3.080 2.959 3.162 0.36
H 2.285 1.991 1.920 0.08
H 4.577 6.506 2.907 0.30
H 4.226 7.931 3.882 0.35
H 3.670 7.857 2.204 0.26
H 1.677 4.808 5.444 0.25
H 2.924 5.933 6.001 0.35
H 3.354 4.632 4.892 0.30
H 0.187 7.524 4.751 0.25
H 0.914 8.635 3.577 0.25
H 1.651 8.430 5.176 0.27
```

## Properties
HOMO = -4.971 eV
Kohn-Sham gap = 1.19 eV
DFT total energy = -2277.31248 Eh
net charge = 0